1.
16
Properties=species:S:1:pos:R:3:forces:R:3:mulliken_spin:R:1 method="wB97M-V/def2-TZVPD" energy_ev=-7848.043 charge=+1 homo_ha="-0.5203 / -0.5171" multiplicity=2 lumo_energy_ev="-4.31 / -7.47" orbital_gap_ev="9.85 / 6.60"
H 0.749 2.245 0.122 -0.1 -0.5 2.0 0.00
H -0.019 -2.890 1.382 0.5 2.9 0.6 0.00
N 0.124 -1.857 1.077 -1.9 -3.9 -1.6 -0.07
H 0.196 -2.674 -0.940 -0.5 -0.1 -0.1 0.00
C -0.060 -1.810 -0.345 2.2 2.3 3.5 0.44
C -0.025 -0.598 1.692 1.0 -2.4 -4.4 0.41
H 0.354 -0.465 2.644 -0.1 0.3 2.1 0.02
C 0.102 0.373 -1.841 -4.4 -2.1 -1.9 0.01
H -0.231 1.926 1.853 0.6 1.0 -1.6 0.00
H 0.474 -0.326 -2.610 0.4 1.3 -0.1 0.00
H 0.369 1.386 -1.743 1.4 0.8 0.0 0.00
C -0.057 0.287 0.581 -1.2 2.2 0.9 0.03
C -0.002 -0.394 -0.597 -0.6 0.7 -0.5 0.12
H -1.056 0.592 -2.187 2.4 -0.8 0.6 0.02
H -0.790 2.392 0.182 -2.7 0.2 -0.7 0.00
C -0.126 1.814 0.730 2.9 -1.9 1.0 0.01

2.
37
Properties=species:S:1:pos:R:3:forces:R:3:mulliken_spin:R:1 method="wB97M-V/def2-TZVPD" energy_ev=-191290.130 charge=+3 homo_ha="-0.6470 / -0.6470" multiplicity=2 lumo_energy_ev="-11.36 / -13.11" orbital_gap_ev="6.24 / 4.49"
H 1.873 -2.436 3.133 0.0 0.0 0.0 0.00
H -2.619 -0.563 3.847 0.0 0.0 0.0 0.00
C -2.993 -3.418 -4.940 0.0 0.0 0.0 0.00
O -1.756 -0.329 1.585 0.1 0.0 0.0 0.00
H 4.487 -3.019 -4.714 0.0 0.0 0.0 0.01
C 3.669 -2.407 -4.357 0.0 0.0 0.0 0.03
H 4.248 -0.652 -5.442 0.0 0.0 0.0 0.00
N -1.056 -0.953 2.566 0.1 0.0 0.0 0.00
C 3.542 -1.107 -4.760 -0.1 0.0 0.0 0.07
Br 2.386 1.413 -4.833 0.0 0.1 0.0 0.28
H 2.811 -3.973 -3.152 0.0 0.0 0.0 0.00
C -2.947 -2.210 -2.886 -0.1 0.0 0.2 0.00
C -3.529 -2.299 -5.561 0.0 0.0 0.0 0.00
S 0.761 -1.278 0.666 -0.2 0.1 0.0 0.00
C 0.891 -2.032 3.337 0.0 0.0 0.0 0.00
C 0.166 -1.442 2.312 0.0 0.0 -0.1 0.00
H -3.782 -2.333 -6.613 0.0 0.0 0.0 0.00
C 0.336 -2.083 4.603 0.0 0.0 0.0 0.00
H -1.397 -1.595 5.804 0.0 0.0 0.0 0.00
H 0.915 -2.638 -2.324 0.0 0.0 0.0 0.02
C -0.940 -1.564 4.826 0.0 0.0 0.0 0.00
Ir -1.037 -0.438 -0.243 0.0 0.2 -0.2 0.00
Br -3.813 0.517 -2.535 0.2 0.0 0.1 0.00
I -2.706 -2.248 -0.803 -0.1 -0.4 -0.2 0.00
C 2.459 -0.309 -4.274 0.0 -0.1 0.0 0.22
I -0.140 0.285 -2.721 0.0 -0.1 0.0 0.01
C -1.633 -1.000 3.784 0.0 0.0 0.0 0.00
C 2.720 -2.942 -3.474 -0.1 0.0 0.0 0.20
H 0.890 -2.531 5.416 0.0 0.0 0.0 0.00
H -4.196 -0.265 -5.335 0.0 0.0 0.0 0.00
H -2.830 -4.329 -5.499 0.0 0.0 0.0 0.00
H -2.312 -4.261 -3.083 0.0 0.0 0.0 0.00
C 1.629 -2.173 -2.992 0.1 -0.1 0.0 0.07
C -3.488 -1.081 -3.490 0.1 0.0 -0.1 0.00
C -2.696 -3.382 -3.584 0.0 0.0 0.0 0.00
C 1.488 -0.877 -3.378 0.0 0.1 0.1 0.09
C -3.770 -1.130 -4.846 0.0 0.1 0.0 0.00

3.
23
Properties=species:S:1:pos:R:3:forces:R:3:nbo_charge:R:1 method="wB97M-V/def2-TZVPD" energy_ev=-24746.725 homo_ha=-0.3071 lumo_energy_ev=-0.08 orbital_gap_ev=8.28 smiles="C=C(C)/C(Cl)=C/B(OC)OC"
H 1.946 2.215 0.791 -0.3 0.2 0.2 0.19
H -3.615 -1.523 -0.293 1.3 -1.3 -0.2 0.20
Cl 1.156 -1.899 -0.681 0.7 -1.6 -0.5 0.10
C 2.528 0.401 -0.126 1.0 -0.7 0.1 -0.05
O -2.637 0.371 0.455 0.3 -2.3 0.1 -0.73
H -2.661 -2.693 -1.421 -0.3 0.8 0.5 0.18
H -1.965 2.119 1.149 -1.5 0.5 -0.7 0.17
H -3.813 1.973 1.086 -0.7 -0.3 1.0 0.19
C 2.740 1.623 0.387 -0.8 -0.8 -0.5 -0.36
C -2.893 1.730 0.615 2.9 0.7 -2.2 -0.22
H -3.024 2.119 -0.461 0.6 0.1 1.6 0.17
H 4.538 0.193 -0.640 3.7 2.6 -0.6 0.20
O -1.516 -1.619 -0.149 -0.1 -0.9 0.5 -0.69
H 3.719 2.051 0.389 0.4 0.2 -0.1 0.20
B -1.429 -0.355 0.250 -0.4 2.7 0.3 1.08
C 1.244 -0.352 -0.097 -4.6 5.0 2.0 -0.03
C 0.002 0.315 0.338 2.9 -5.1 -2.2 -0.54
H 0.073 1.313 0.532 0.5 2.5 0.7 0.20
C -2.730 -2.248 -0.391 -1.8 0.3 -2.1 -0.26
C 3.751 -0.394 -0.557 -4.6 -3.7 -2.1 -0.62
H 3.904 -1.130 0.196 0.4 -0.7 0.7 0.22
H 3.579 -1.067 -1.542 0.4 1.9 2.1 0.22
H -2.897 -3.143 0.170 0.1 -0.3 1.2 0.18

4.
13
Properties=species:S:1:pos:R:3:forces:R:3:nbo_charge:R:1 method="wB97M-V/def2-TZVPD" energy_ev=-14854.748 charge=+1 homo_ha=-0.5132 lumo_energy_ev=-4.03 orbital_gap_ev=9.94
H -0.313 0.758 -0.372 0.4 0.3 0.8 0.44
O -1.385 3.551 -0.516 0.5 -1.0 -0.1 -0.39
C -0.423 -1.207 -0.734 -0.3 -0.7 -1.9 -0.39
H 0.306 -2.009 -0.759 -0.5 -0.7 0.6 0.24
C -0.904 2.534 -0.548 -0.9 1.6 0.0 0.48
H 1.349 0.592 1.412 1.6 1.9 0.4 0.23
C 0.955 -0.301 1.079 -1.9 0.4 -0.1 -0.42
H 1.642 -1.083 0.997 1.3 -1.0 -0.4 0.23
I -2.275 -1.434 0.416 1.2 0.0 -0.5 0.21
N 0.348 -0.032 -0.295 -0.1 0.1 1.5 -0.59
H -0.783 -1.145 -1.788 0.4 0.5 0.9 0.26
H 0.302 -0.536 1.909 -1.0 -0.4 -0.6 0.25
H 1.183 0.312 -0.801 -0.6 -0.9 -0.7 0.45

5.
14
Properties=species:S:1:pos:R:3:forces:R:3:nbo_charge:R:1 method="wB97M-V/def2-TZVPD" energy_ev=-39501.580 homo_ha=-0.3115 lumo_energy_ev=0.75 orbital_gap_ev=9.23 smiles=CNN(C)P(Cl)Cl
H 0.628 -1.761 -0.921 -0.1 0.0 0.0 0.18
H 1.090 -2.317 0.705 0.0 -0.1 0.0 0.20
N 0.891 -0.272 0.603 0.5 -0.2 0.3 -0.46
H -0.558 -1.749 0.405 -0.1 -0.1 0.0 0.20
H -1.785 0.197 0.986 0.0 0.0 0.0 0.18
H -1.569 1.920 0.615 -0.1 0.1 0.0 0.21
Cl 1.828 0.956 -2.146 0.9 -0.3 -0.2 -0.28
N 0.113 0.806 0.238 0.2 1.6 -3.2 -0.54
Cl -1.132 0.144 -2.530 -0.4 -0.4 -0.4 -0.33
P 0.014 1.504 -1.517 -0.6 -0.6 3.3 0.91
H 1.855 -0.083 0.347 -0.2 0.0 0.2 0.36
C 0.489 -1.597 0.154 0.0 0.1 -0.2 -0.43
H -0.785 1.216 2.048 -0.1 0.0 0.0 0.21
C -1.077 1.033 1.012 0.0 -0.1 0.2 -0.42

6.
23
Properties=species:S:1:pos:R:3:forces:R:3:nbo_charge:R:1 method="wB97M-V/def2-TZVPD" energy_ev=-11472.866 homo_ha=-0.3318 lumo_energy_ev=0.76 orbital_gap_ev=9.79
O 1.360 2.356 2.457 -1.9 -1.1 1.1 -0.55
C -0.576 -1.295 0.980 1.5 -1.2 -2.1 -0.67
H -2.146 -0.535 -0.323 1.0 -0.6 -0.2 0.20
C -0.611 1.740 1.084 0.4 4.1 1.3 0.25
C -0.210 -0.207 -1.327 0.4 0.0 -0.7 -0.22
H -0.709 0.622 -1.963 0.9 -1.3 0.9 0.23
N 0.326 1.414 2.037 2.5 -4.7 0.0 -0.38
N -1.304 1.104 0.264 0.2 0.1 0.7 -0.47
H 0.475 -2.387 -1.674 -1.1 2.3 -1.4 0.21
H -0.754 2.846 1.251 -0.4 -0.8 -0.7 0.16
H -1.051 -2.267 0.613 0.4 1.0 1.4 0.24
H 0.788 0.420 1.827 -0.9 3.0 0.8 0.37
H -0.787 -0.930 1.993 0.1 -0.9 -0.2 0.23
H 0.564 -1.499 0.725 -2.1 0.6 1.2 0.21
H 1.870 0.258 -1.972 -0.2 0.3 -0.1 0.22
H 1.225 2.259 3.454 0.5 0.5 -1.9 0.48
C -1.086 -0.290 -0.050 -0.9 0.7 -1.1 -0.09
H 1.135 1.216 -0.613 0.6 0.9 -0.3 0.21
C -0.238 -1.514 -2.096 0.0 -1.8 -1.9 -0.63
C 1.285 0.246 -1.057 -1.4 0.2 0.4 -0.63
H -1.214 -1.997 -2.017 -0.3 0.1 0.3 0.21
H 1.913 -0.256 -0.310 -0.6 -0.7 -0.2 0.20
H -0.256 -1.305 -3.282 1.0 -0.8 2.6 0.22

The strongest force on any atom results, record by record, are as follows: 0.1019, 0.0093, 0.1373, 0.0480, 0.0702, 0.1030 Eh/bohr.
The ΔE to the lowest compared entry with this formula, charge and spin results, record by record, are as follows: 58.3, 6.6, 0.0, 15.0, 13.6, 113.1 kcal/mol.